Record 1
Molecular formula: C46H116N24O14
Method: DFT, the ωB97M-V functional and the def2-TZVPD basis

Cartesian coordinates (Å):
C: 4.069 -7.138 4.242
C: 3.834 -7.473 2.703
C: 2.528 -8.259 2.617
C: 2.066 -8.398 1.149
C: 1.825 -6.992 0.514
C: 3.102 -6.160 0.606
N: 3.585 -6.178 1.983
O: 4.648 -5.229 2.182
C: 4.075 -6.419 -0.489
C: 2.668 -4.644 0.260
C: 5.051 -8.315 2.263
H: 4.944 -6.488 4.243
H: 4.286 -8.063 4.776
H: 3.353 -6.404 4.611
H: 2.488 -9.220 3.129
H: 1.739 -7.725 3.147
H: 1.145 -8.979 1.200
H: 2.758 -8.969 0.530
H: 1.006 -6.410 0.937
H: 1.435 -7.014 -0.504
H: 4.586 -7.382 -0.452
H: 3.587 -6.263 -1.451
H: 4.908 -5.718 -0.434
H: 2.094 -4.561 -0.663
H: 2.029 -4.250 1.050
H: 3.507 -3.976 0.064
H: 5.301 -9.015 3.060
H: 5.947 -7.766 1.972
H: 4.785 -9.002 1.460
H: 5.325 -5.644 1.642
C: -1.226 9.134 4.385
C: -1.866 8.534 3.137
C: -1.765 9.706 2.029
C: -1.925 9.230 0.580
C: -0.825 8.209 0.394
C: -1.001 6.965 1.352
N: -1.067 7.359 2.776
O: -1.113 6.224 3.675
C: -2.164 6.038 0.948
C: 0.259 6.033 1.155
C: -3.399 8.239 3.362
H: -1.347 8.500 5.263
H: -1.463 10.185 4.551
H: -0.145 9.166 4.249
H: -2.617 10.380 2.119
H: -0.851 10.273 2.204
H: -1.822 10.114 -0.050
H: -2.911 8.824 0.353
H: 0.167 8.639 0.533
H: -0.655 7.880 -0.631
H: -3.095 6.565 1.156
H: -2.247 5.738 -0.097
H: -2.048 5.204 1.641
H: 0.372 5.697 0.125
H: 1.149 6.553 1.510
H: 0.186 5.152 1.793
H: -3.374 7.342 3.981
H: -4.082 7.961 2.560
H: -3.972 8.941 3.968
H: -0.197 6.145 3.950
C: -10.149 0.290 -1.295
C: -8.691 0.143 -1.883
C: -8.587 -1.256 -2.611
C: -7.481 -1.486 -3.556
C: -7.353 -0.260 -4.488
C: -7.217 1.095 -3.691
N: -8.346 1.206 -2.793
O: -8.460 2.458 -2.214
C: -5.777 1.213 -3.170
C: -7.698 2.162 -4.774
C: -7.708 0.053 -0.718
H: -10.511 -0.602 -0.784
H: -10.868 0.448 -2.099
H: -10.278 1.226 -0.751
H: -8.629 -2.005 -1.820
H: -9.487 -1.397 -3.209
H: -7.698 -2.312 -4.234
H: -6.595 -1.802 -3.006
H: -8.230 -0.171 -5.129
H: -6.466 -0.506 -5.072
H: -5.293 0.237 -3.124
H: -5.111 1.780 -3.820
H: -5.648 1.778 -2.247
H: -8.737 1.963 -5.039
H: -7.612 3.159 -4.341
H: -7.023 1.889 -5.585
H: -8.030 -0.547 0.133
H: -7.313 1.047 -0.508
H: -6.757 -0.444 -0.910
H: -9.108 2.876 -2.784
C: -3.020 1.557 -0.169
C: -1.693 1.378 -0.895
C: -0.774 2.185 0.150
C: 0.728 1.841 0.013
C: 0.862 0.339 0.419
C: 0.120 -0.510 -0.759
N: -1.293 -0.093 -0.807
O: -2.072 -0.980 -1.486
C: 0.897 -0.559 -2.152
C: 0.218 -1.968 -0.235
C: -1.619 1.960 -2.337
H: -3.108 1.331 0.893
H: -3.610 0.745 -0.593
H: -3.443 2.530 -0.422
H: -0.779 3.245 -0.104
H: -0.979 2.144 1.220
H: 1.323 2.453 0.690
H: 1.063 2.155 -0.976
H: 0.469 0.185 1.424
H: 1.901 0.011 0.412
H: 1.070 -1.574 -2.510
H: 0.445 0.118 -2.876
H: 1.892 -0.121 -2.079
H: -0.423 -2.737 -0.667
H: 1.148 -2.433 -0.564
H: 0.075 -2.150 0.830
H: -0.623 2.304 -2.618
H: -2.327 2.772 -2.505
H: -2.012 1.358 -3.155
H: -1.953 -0.710 -2.399
C: 4.441 -1.820 -4.618
O: 4.292 -1.980 -5.818
N: 3.739 -2.489 -3.744
N: 5.230 -1.046 -4.071
H: 3.940 -2.204 -2.796
H: 2.921 -3.025 -3.994
H: 5.311 -1.112 -3.066
H: 5.688 -0.242 -4.477
C: 2.476 -2.760 4.470
O: 2.020 -1.985 5.343
N: 1.714 -3.454 3.702
N: 3.735 -3.006 4.315
H: 0.763 -3.164 3.528
H: 2.214 -4.038 3.047
H: 4.275 -2.430 4.945
H: 4.072 -3.575 3.552
C: 5.677 4.202 2.112
O: 6.438 4.498 3.034
N: 6.117 4.162 0.901
N: 4.406 3.739 2.194
H: 5.521 3.867 0.141
H: 7.046 4.473 0.653
H: 3.760 3.850 1.425
H: 4.082 3.829 3.146
C: -1.225 -1.935 -5.206
O: -2.091 -1.158 -5.436
N: -1.035 -2.581 -4.097
N: -0.279 -2.195 -6.071
H: -0.502 -3.439 -4.114
H: -1.790 -2.504 -3.431
H: -0.345 -1.769 -6.984
H: 0.336 -2.949 -5.797
C: 4.428 0.828 3.737
O: 5.286 0.935 2.954
N: 4.502 0.442 4.940
N: 3.276 1.386 3.534
H: 3.668 0.398 5.508
H: 5.361 0.109 5.353
H: 3.096 1.793 2.628
H: 2.629 1.436 4.309
C: -2.892 -2.492 1.735
O: -3.123 -3.020 2.802
N: -3.500 -2.904 0.611
N: -2.177 -1.437 1.549
H: -4.231 -3.551 0.869
H: -3.482 -2.285 -0.187
H: -2.006 -0.858 2.358
H: -1.824 -1.192 0.635
C: 5.071 -0.588 -0.237
O: 5.591 -1.195 -1.207
N: 4.165 -1.194 0.544
N: 5.308 0.628 0.156
H: 4.180 -2.194 0.400
H: 4.017 -0.743 1.435
H: 4.926 0.812 1.073
H: 5.697 1.344 -0.441
C: 5.364 2.503 -2.598
O: 5.826 2.880 -1.572
N: 5.983 1.982 -3.611
N: 4.126 2.657 -2.761
H: 5.539 1.939 -4.517
H: 6.976 1.817 -3.517
H: 3.588 3.148 -2.061
H: 3.704 2.390 -3.639
C: 1.579 -5.209 -4.100
O: 1.436 -3.967 -4.209
N: 2.073 -6.040 -4.973
N: 1.248 -5.829 -3.005
H: 1.902 -7.033 -4.902
H: 2.166 -5.530 -5.840
H: 0.869 -5.380 -2.183
H: 1.355 -6.827 -2.894
C: 0.161 0.681 4.500
O: 0.064 -0.037 3.597
N: 0.264 1.945 4.273
N: 0.305 0.446 5.777
H: -0.175 2.223 3.407
H: 0.546 2.506 5.065
H: 0.494 -0.536 5.918
H: 0.445 1.172 6.465

Computed properties:
Net charge: +1
E_LUMO (spin up / spin down), eV: -3.17 / -7.39
Energy relative to the best compared isomer or geometry (same formula, charge and spin), kJ/mol: 32.81
Multiplicity: 2
Calculated total energy, eV: -114000.830
Highest occupied orbital energy (spin up / spin down), eV: -9.33 / -9.33
Kohn-Sham gap (spin up / spin down), eV: 6.164 / 1.940



Record 2
Molecular formula: C46H116N8O15
Method: DFT, the ωB97M-V functional and the def2-TZVPD basis

Cartesian coordinates (Å):
C: -0.225 3.801 -2.182
O: -1.259 4.664 -1.782
C: -0.787 5.912 -1.260
C: -0.355 5.804 0.213
C: -1.309 4.808 0.926
N: -0.495 7.126 0.855
H: 0.401 3.570 -1.310
H: 0.408 4.178 -2.991
H: -0.643 2.852 -2.518
H: 0.053 6.132 -1.928
H: -1.505 6.719 -1.385
H: 0.652 5.395 0.319
H: -0.985 3.785 0.725
H: -2.324 4.920 0.545
H: -1.276 4.938 2.008
H: -0.935 6.945 1.751
H: 0.402 7.506 1.141
C: 6.590 -7.609 2.325
O: 6.550 -6.503 3.159
C: 7.595 -5.587 3.012
C: 7.675 -4.528 4.104
N: 6.475 -3.731 4.359
C: 6.437 -2.520 3.537
C: 5.167 -1.731 3.783
O: 4.101 -2.630 3.471
C: 2.824 -2.094 3.769
H: 6.763 -7.426 1.257
H: 5.677 -8.193 2.411
H: 7.404 -8.303 2.585
H: 7.499 -5.109 2.024
H: 8.549 -6.136 2.975
H: 8.569 -3.914 3.986
H: 7.854 -5.004 5.075
H: 5.627 -4.200 4.049
H: 6.386 -2.839 2.480
H: 7.349 -1.924 3.609
H: 5.001 -0.895 3.096
H: 5.134 -1.422 4.831
H: 2.590 -1.352 2.996
H: 2.761 -1.763 4.804
H: 2.104 -2.881 3.537
C: 1.239 1.162 1.767
O: -0.166 1.241 1.692
C: -0.669 1.024 0.378
C: -2.187 1.008 0.319
N: -2.566 1.236 -1.097
C: -3.980 0.877 -1.366
C: -4.818 2.173 -1.272
O: -4.447 2.973 -2.379
C: -4.702 4.365 -2.134
H: 1.420 0.096 1.577
H: 1.591 1.501 2.740
H: 1.708 1.833 1.034
H: -0.308 0.021 0.098
H: -0.227 1.798 -0.251
H: -2.438 1.939 0.857
H: -2.713 0.236 0.875
H: -2.517 2.249 -1.140
H: -4.313 0.130 -0.648
H: -4.088 0.601 -2.415
H: -4.657 2.744 -0.352
H: -5.879 1.892 -1.346
H: -5.425 4.545 -1.341
H: -5.089 4.826 -3.043
H: -3.718 4.809 -1.984
C: -3.291 -2.256 -4.225
O: -2.300 -1.946 -5.176
C: -1.034 -1.652 -4.619
C: -0.644 -0.172 -4.537
N: 0.053 0.159 -3.324
C: 1.327 -0.486 -3.035
C: 2.524 0.151 -3.799
O: 2.797 -0.691 -4.901
C: 3.936 -0.265 -5.645
H: -2.995 -3.196 -3.732
H: -4.252 -2.369 -4.716
H: -3.352 -1.612 -3.339
H: -0.338 -2.343 -5.104
H: -1.013 -1.994 -3.572
H: -1.578 0.399 -4.513
H: -0.136 0.183 -5.436
H: -0.542 0.121 -2.507
H: 1.309 -1.528 -3.374
H: 1.582 -0.589 -1.982
H: 3.396 0.300 -3.158
H: 2.105 1.103 -4.144
H: 4.846 -0.635 -5.163
H: 3.846 0.815 -5.777
H: 3.889 -0.776 -6.608
C: 1.923 -2.818 -0.116
O: 2.852 -2.540 -1.161
C: 3.954 -3.380 -1.122
C: 4.870 -3.091 -2.300
N: 5.601 -1.865 -2.473
C: 6.790 -1.718 -1.638
C: 6.496 -1.155 -0.249
O: 5.980 0.157 -0.296
C: 4.659 0.274 0.136
H: 2.360 -2.730 0.881
H: 1.670 -3.871 -0.284
H: 1.020 -2.225 -0.227
H: 3.694 -4.448 -1.241
H: 4.487 -3.315 -0.160
H: 4.323 -3.256 -3.241
H: 5.465 -4.001 -2.465
H: 5.106 -0.996 -2.563
H: 7.348 -0.864 -2.045
H: 7.481 -2.556 -1.614
H: 7.465 -1.080 0.263
H: 5.934 -1.854 0.380
H: 4.266 1.283 0.035
H: 4.505 -0.028 1.187
H: 3.963 -0.427 -0.350
C: -9.717 -1.892 0.281
O: -8.709 -1.119 -0.338
C: -7.618 -0.774 0.508
C: -6.776 -1.913 1.096
N: -5.603 -2.246 0.292
C: -5.901 -2.728 -1.060
C: -6.393 -4.165 -0.980
O: -5.382 -5.073 -0.516
C: -4.608 -5.529 -1.607
H: -10.705 -1.677 -0.130
H: -9.829 -1.763 1.361
H: -9.484 -2.931 0.028
H: -7.924 -0.105 1.315
H: -6.961 -0.223 -0.165
H: -7.271 -2.816 1.480
H: -6.483 -1.472 2.056
H: -5.118 -2.947 0.840
H: -5.018 -2.770 -1.702
H: -6.697 -2.097 -1.454
H: -6.853 -4.478 -1.922
H: -7.181 -4.225 -0.226
H: -3.901 -4.773 -1.953
H: -5.163 -5.880 -2.488
H: -4.132 -6.474 -1.334
C: 4.284 1.438 5.182
O: 5.595 1.001 4.895
C: 6.401 1.856 4.104
C: 7.813 1.290 4.102
N: 8.235 1.109 5.498
C: 9.603 0.578 5.565
C: 10.039 0.195 6.980
O: 11.449 0.072 6.976
C: 11.889 -0.277 8.306
H: 3.575 1.121 4.409
H: 4.100 2.488 5.418
H: 4.050 0.839 6.065
H: 6.414 2.883 4.476
H: 5.976 1.857 3.093
H: 8.543 2.025 3.747
H: 8.030 0.347 3.582
H: 7.594 0.436 5.911
H: 10.261 1.319 5.112
H: 9.633 -0.331 4.946
H: 9.585 -0.745 7.299
H: 9.668 1.020 7.599
H: 12.899 0.110 8.422
H: 11.962 -1.361 8.411
H: 11.187 0.181 8.998
C: -10.875 4.700 -6.592
O: -10.259 4.054 -5.488
C: -9.001 4.642 -5.165
C: -8.544 3.955 -3.875
N: -9.235 4.327 -2.637
C: -8.602 3.637 -1.483
C: -9.213 2.262 -1.290
O: -10.417 2.452 -0.570
C: -10.946 1.238 -0.093
H: -11.555 5.470 -6.216
H: -11.531 3.955 -7.052
H: -10.179 5.049 -7.355
H: -8.989 5.732 -5.135
H: -8.310 4.261 -5.929
H: -7.491 4.214 -3.718
H: -8.548 2.869 -4.035
H: -10.140 3.867 -2.689
H: -8.688 4.199 -0.553
H: -7.521 3.506 -1.602
H: -8.530 1.659 -0.670
H: -9.302 1.691 -2.221
H: -11.247 0.613 -0.945
H: -11.909 1.288 0.419
H: -10.222 0.725 0.540

Computed properties:
E_LUMO, eV: 0.47
Energy relative to the best compared isomer or geometry (same formula, charge and spin), kJ/mol: 196.41
SMILES: COC[C@H](C)N.COCCNCCOC.COCCNCCOC.COCCNCCOC.COCCNCCOC.COCCNCCOC.COCCNCCOC.COCCNCCOC
Calculated total energy, eV: -92202.989
Highest occupied orbital energy, eV: -8.17
Kohn-Sham gap, eV: 8.634



- Among the records above, which one has the lowest calculated total energy?
  C46H116N24O14